#one
{"formula": "C6H10O3", "method": "ωB97M-V/def2-TZVPD", "spin_multiplicity": 1, "homo_ev": [-8.060, -7.981], "charge": 0, "homo_lumo_gap_ha": [0.313, 0.305], "species": ["C", "C", "C", "C", "C", "C", "O", "O", "O", "H", "H", "H", "H", "H", "H", "H", "H", "H", "H"], "xyz": [[2.28, -0.16, 1.36], [1.78, -0.56, 0.24], [-1.60, -1.11, -0.81], [-1.33, 0.14, -0.20], [1.64, -0.22, -2.02], [-2.48, 1.53, 1.30], [-2.23, 0.10, -1.19], [2.08, -0.77, -0.97], [-1.72, 0.28, 1.10], [3.37, 0.14, 1.48], [1.81, -0.34, 2.27], [-0.94, -1.64, -1.59], [-2.08, -1.85, -0.15], [-0.46, 0.71, -0.40], [1.74, -0.83, -2.89], [1.25, 0.87, -1.98], [-2.11, 2.27, 0.64], [-2.34, 1.87, 2.32], [-3.55, 1.17, 1.17]], "nbo_charge": [-0.577, 0.305, -0.130, 0.328, -0.106, -0.263, -0.477, -0.383, -0.537, 0.198, 0.221, 0.181, 0.193, 0.144, 0.175, 0.166, 0.178, 0.191, 0.193]}

#two
{"formula": "C6H10O3", "method": "ωB97M-V/def2-TZVPD", "spin_multiplicity": 1, "homo_ev": -8.644, "smiles": "CC1(C)OC=CC1(O)O", "charge": 0, "homo_lumo_gap_ha": 0.344, "species": ["C", "C", "C", "C", "C", "C", "O", "O", "O", "H", "H", "H", "H", "H", "H", "H", "H", "H", "H"], "xyz": [[0.41, 0.33, -0.23], [0.78, -0.30, 1.90], [0.00, 1.80, -0.36], [1.03, -0.18, -1.53], [-0.76, -0.55, 0.29], [-0.52, -0.56, 1.75], [1.39, 0.23, 0.83], [-0.46, -2.01, -0.15], [-2.03, -0.15, -0.09], [-1.17, -2.63, 0.07], [-2.10, -0.20, -1.05], [1.39, -0.38, 2.78], [-1.21, -0.96, 2.47], [-0.51, 1.98, -1.29], [0.89, 2.42, -0.32], [-0.68, 2.08, 0.45], [1.47, -1.16, -1.35], [1.81, 0.51, -1.86], [0.27, -0.28, -2.30]], "nbo_charge": [0.217, 0.194, -0.627, -0.617, 0.479, -0.386, -0.491, -0.787, -0.693, 0.476, 0.478, 0.200, 0.230, 0.210, 0.225, 0.228, 0.243, 0.214, 0.208]}

The relative energies come out as #one 0.2555; #two 0.0000, with values in hartree.

#one
{"formula": "H12NaO6", "method": "ωB97M-V/def2-TZVPD", "spin_multiplicity": 1, "homo_ev": -14.450, "charge": 1, "homo_lumo_gap_ha": 0.410, "species": ["Na", "O", "H", "H", "O", "H", "H", "O", "H", "H", "O", "H", "H", "O", "H", "H", "O", "H", "H"], "xyz": [[-0.10, 0.21, 0.01], [-2.64, -0.05, -0.22], [-2.92, -0.83, -0.71], [-3.45, 0.45, -0.07], [-0.26, 0.11, 2.86], [-0.91, 0.74, 3.18], [0.59, 0.51, 3.06], [1.49, 0.79, -1.72], [2.20, 1.44, -1.80], [1.16, 0.68, -2.62], [-0.03, 2.48, 1.03], [0.74, 2.89, 1.43], [-0.56, 3.22, 0.70], [0.23, -2.09, -2.51], [0.95, -1.66, -2.99], [0.63, -2.31, -1.66], [0.91, -1.98, 0.34], [1.72, -2.07, 0.87], [0.26, -2.52, 0.80]], "nbo_charge": [0.952, -0.981, 0.494, 0.496, -0.953, 0.488, 0.473, -0.980, 0.496, 0.492, -0.976, 0.490, 0.495, -0.951, 0.465, 0.484, -0.985, 0.501, 0.500]}

#two
{"formula": "H12NaO6", "method": "ωB97M-V/def2-TZVPD", "spin_multiplicity": 1, "homo_ev": -14.118, "charge": 1, "homo_lumo_gap_ha": 0.376, "species": ["Na", "O", "H", "H", "O", "H", "H", "O", "H", "H", "O", "H", "H", "O", "H", "H", "O", "H", "H"], "xyz": [[-0.12, 0.06, 0.33], [1.79, -0.27, 0.06], [2.22, 0.18, -0.67], [1.80, -1.19, -0.19], [-1.85, -0.48, 0.44], [-2.64, -0.06, 0.10], [-2.02, -1.42, 0.35], [0.01, -1.86, -0.02], [-0.72, -2.20, 0.50], [-0.35, -1.75, -0.90], [-0.34, 2.01, 0.35], [-0.37, 2.92, 0.65], [-0.31, 2.07, -0.60], [1.16, 1.00, 1.74], [1.67, 0.83, 2.54], [1.73, 0.71, 1.03], [-0.35, -0.14, -1.57], [-0.36, -0.90, -2.15], [-0.93, 0.50, -1.99]], "nbo_charge": [0.883, -0.951, 0.497, 0.524, -0.941, 0.500, 0.461, -0.929, 0.473, 0.467, -0.942, 0.510, 0.456, -0.985, 0.477, 0.467, -0.953, 0.484, 0.502]}

The relative energies come out as #one 0.0000; #two 0.1971, with values in hartree.